# C5H15N2O

A cluster of 2 separate species, C5H15N2O in total at a distorted geometry (wB97M-V/def2-TZVPD, the Open Molecules 2025 dataset).

For the relative energy (zero: lowest compared OMol25 entry of this formula, charge and spin), the calculation gives 115.1 kJ/mol. The energy is -10449.368 eV. The value obtained for the HOMO energy is -11.6 eV. The charge is +1. As for the multiplicity: 1. For the orbital gap, the calculation gives 8.5 eV.

Geometry as XYZ:
```
23
Properties=species:S:1:pos:R:3:forces:R:3
C -0.5955 1.8710 -0.3665 0.101 0.344 -0.899
C 0.5435 1.4755 0.5293 0.670 -0.134 0.678
C 0.9665 0.0197 0.3874 -1.068 0.023 -0.290
C 1.3419 -0.4704 -0.8030 0.354 -0.014 0.472
C 1.2166 -2.0726 1.7387 -0.135 0.357 -0.023
N 0.6559 -0.7409 1.4925 0.321 -0.250 0.150
N -1.7625 0.9665 -0.1713 -0.348 -0.176 0.364
H -0.3192 1.8084 -1.4139 0.129 -0.463 -0.089
H -0.9330 2.9018 -0.2791 -0.070 -0.011 0.567
H 1.4002 2.0843 0.2947 0.281 0.427 -0.278
H 0.3474 1.7047 1.5816 -0.239 -0.027 -0.067
H 1.5317 -1.5272 -0.9190 0.118 0.022 -0.172
H 1.6157 0.2052 -1.5957 -0.080 0.007 -0.185
H 1.9141 -2.3739 0.9720 -0.006 0.106 -0.459
H 0.3955 -2.7805 1.7660 0.165 -0.362 0.263
H 1.8221 -2.0687 2.6454 -0.391 -0.095 0.217
H 0.4176 -0.2453 2.3333 0.159 0.155 -0.019
H -2.2946 1.2344 0.6508 -0.164 0.097 0.152
H -2.3829 0.9424 -0.9777 0.038 0.015 -0.114
H -1.4651 -0.0039 -0.0303 0.283 -0.075 -0.213
H -0.7824 -1.3246 -2.4836 0.107 0.097 0.209
H -2.0888 -0.8350 -3.0760 0.045 -0.006 0.249
O -1.5446 -0.7709 -2.2759 -0.270 -0.037 -0.513
```
Forces are in eV/Å.

# C5H8N2O

A structure of composition C5H8N2O at a distorted geometry (wB97M-V/def2-TZVPD, the Open Molecules 2025 dataset).

For the relative energy (zero: lowest compared OMol25 entry of this formula, charge and spin), the calculation gives 494.4 kJ/mol. The energy is -10337.602 eV. The value obtained for the HOMO energy is -7.1 eV. As for the multiplicity: 1. For the orbital gap, the calculation gives 7.7 eV.

Geometry as XYZ:
```
16
Properties=species:S:1:pos:R:3:forces:R:3
C -1.5019 0.1789 1.5840 -3.360 0.937 4.467
C -0.5310 0.8081 -0.6073 3.516 -3.537 -2.367
C 0.5548 0.2771 -1.3807 -2.527 3.085 -0.061
C 1.0376 -0.8120 -0.7370 0.779 -3.477 2.828
C 0.2475 -0.9421 0.4214 1.119 -1.271 0.632
H -1.6401 -0.7264 2.1966 0.533 -0.042 -0.703
H -2.6050 0.3823 1.4205 1.355 0.408 -0.439
H -1.2080 0.9277 2.5741 0.138 -1.377 -3.503
H -1.0513 1.6315 -0.7465 -2.562 3.560 -0.690
H 0.5647 1.4455 -3.2627 3.108 -1.896 3.548
H 2.2285 1.3899 -1.8414 -3.925 -1.532 -3.487
H 1.8536 -1.5136 -1.0300 -0.764 0.983 0.290
H 1.1836 -2.2729 1.8224 -3.388 3.473 -1.250
N -0.7935 -0.0806 0.3934 1.659 0.680 1.013
N 1.2670 0.7977 -2.5021 0.893 3.663 -0.024
O 0.3936 -1.4911 1.6953 3.426 -3.657 -0.254
```
Forces are in eV/Å.

# C6H16O3

A cluster of 4 separate species, C6H16O3 in total at a distorted geometry (wB97M-V/def2-TZVPD, the Open Molecules 2025 dataset).

For the relative energy (zero: lowest compared OMol25 entry of this formula, charge and spin), the calculation gives 149.5 kJ/mol. The energy is -12622.139 eV. The value obtained for the HOMO energy is -8.7 eV. As for the multiplicity: 1. For the orbital gap, the calculation gives 9.2 eV.

Geometry as XYZ:
```
25
Properties=species:S:1:pos:R:3:forces:R:3
C -0.7413 -1.4543 1.9144 0.517 -1.081 0.775
C -0.1211 -0.5566 0.8742 -1.342 -0.184 -0.203
C -0.8837 -0.0009 -0.0868 0.220 -0.563 0.756
C -2.2689 -0.4075 -0.2891 -1.204 0.100 -0.131
C -2.9944 0.0778 -1.3064 0.495 0.398 0.354
C 1.3455 -0.3938 0.9134 0.435 0.770 0.685
H -1.1721 -2.4000 1.5118 0.178 0.735 0.138
H -1.4506 -1.0058 2.6139 -0.355 0.317 -0.605
H 0.0320 -1.7675 2.6239 0.190 -0.185 -0.246
H -0.4573 0.7084 -0.7903 0.011 -0.205 -0.147
H -2.7392 -1.1346 0.4017 0.567 0.354 -0.561
H -2.5567 0.8906 -1.8657 0.141 0.111 -0.299
H -3.9818 -0.1971 -1.6383 -0.233 -0.298 0.478
H 1.8730 -1.3547 1.1166 -0.282 0.512 -0.891
H 1.6669 0.2278 1.7575 -0.265 0.041 0.305
H 1.6171 0.2225 0.0524 0.594 -0.733 -0.192
H 1.3694 2.9509 0.1262 -0.102 -0.817 0.749
H 2.0667 3.1778 1.6274 -0.471 -0.984 -0.129
O 1.8633 3.4786 0.7473 0.556 1.816 -0.621
H 3.7057 -0.0732 1.0086 0.097 0.205 0.506
H 4.2079 -0.1326 -0.3572 0.502 0.386 0.040
O 4.4206 0.3014 0.4861 -0.426 -0.579 -0.563
H -1.0158 0.0352 -4.1733 -0.316 -0.008 0.116
H -2.3076 -0.4538 -3.4364 0.240 0.159 -0.067
O -1.4775 -0.7388 -3.8320 0.252 -0.266 -0.248
```
Forces are in eV/Å.

no.,LUMO energy (eV)
1,-3.11
2,0.53
3,0.51